1.
Below is a structure of composition C5H11NO in a non-equilibrium geometry, with properties calculated with ωB97M-V/def2-TZVPD.

Atoms and positions in Å:
C -2.34801 0.53465 -0.13446
C -1.20285 -0.90597 0.39379
N 0.16050 -0.53801 0.56460
C 0.27959 0.89569 0.63741
C 0.83037 0.14470 -0.52728
C 2.29199 -0.24779 -0.69300
O 2.95395 -0.39612 0.53838
H -3.11817 0.48294 0.63252
H -2.69653 0.18096 -1.09256
H -2.29985 1.65897 -0.31086
H -1.60723 -1.20081 1.37088
H -1.25199 -1.78612 -0.28250
H -0.76349 1.23309 0.41841
H 0.90146 1.34090 1.41053
H 0.28064 0.25188 -1.46486
H 2.34467 -1.18121 -1.28561
H 2.83831 0.52219 -1.24845
H 2.40665 -0.98993 1.07307

Orbital gap   10.26 eV
LUMO level   1.0 eV
DFT total energy   -8897.3731 eV
2S+1   1


2.
Below is an isolated molecule of C5H11NO in a non-equilibrium geometry, with properties calculated with ωB97M-V/def2-TZVPD.

Atoms and positions in Å:
C 0.07387 2.57986 2.34229
N -0.26353 2.16040 1.20547
C -0.60803 0.66622 0.92365
C 0.00610 0.42162 -0.40991
C 0.70458 -0.86916 -0.62610
C 0.19398 -1.73303 -1.81462
O -0.84845 -2.68908 -1.66374
H 0.14711 3.65063 2.52273
H 0.16901 2.02712 3.27761
H -1.73856 0.70149 0.89155
H -0.29021 -0.04824 1.67577
H 0.39951 1.39429 -0.79261
H -0.62117 0.41485 -1.27296
H 0.80199 -1.50136 0.16558
H 1.80232 -0.78599 -0.65594
H 1.10764 -2.31819 -2.36583
H -0.23645 -1.06697 -2.64863
H -0.79970 -3.00444 -0.75429

Orbital gap   10.61 eV
LUMO level   0.9 eV
DFT total energy   -8897.9905 eV
2S+1   1


3.
Below is a structure of composition C5H11NO in a non-equilibrium geometry, with properties calculated with ωB97M-V/def2-TZVPD.

Atoms and positions in Å:
C -0.83586 -1.12883 -0.78329
C -0.82224 0.32545 -0.34731
C -1.83534 0.62026 0.76149
N 0.54863 0.78369 0.14343
C 1.65341 -0.26955 0.87272
C 1.53644 0.86305 -0.80961
O 1.59847 0.23644 -1.84218
H -0.58597 -1.75052 0.08049
H -1.82075 -1.43369 -1.15056
H -0.09218 -1.28245 -1.56764
H -1.13135 0.94048 -1.22102
H -1.93990 1.69615 0.94283
H -2.82849 0.22037 0.51627
H -1.49731 0.14770 1.68713
H 1.52911 -0.07624 1.92140
H 1.46713 -1.29942 0.56460
H 2.75782 -0.16472 0.68759
H 2.29841 1.57184 -0.45634

Orbital gap   10.52 eV
LUMO level   0.9 eV
DFT total energy   -8899.0514 eV
2S+1   1


4.
Below is a cluster of 2 separate species, C5H11NO in total in a non-equilibrium geometry, with properties calculated with ωB97M-V/def2-TZVPD.

Atoms and positions in Å:
C -1.81790 -0.32895 2.33447
C -0.82217 0.47039 1.98345
C -0.44134 0.73328 0.57026
C 0.80767 0.47070 0.15708
N 1.31783 0.72739 -1.08278
C 0.44446 1.05867 -2.17458
H -2.35809 -0.48795 3.26466
H -2.42797 -0.77650 1.54396
H -0.12318 0.84370 2.72594
H -1.26437 1.04214 -0.06001
H 1.49516 -0.03889 0.82964
H 2.20778 0.31014 -1.30345
H -0.09200 1.98984 -1.96973
H 1.02134 1.25605 -3.07236
H -0.27408 0.25009 -2.36655
O 1.03111 -2.28524 -0.62514
H 0.16346 -2.00663 -0.28504
H 1.13230 -3.22823 -0.46981

Orbital gap   8.43 eV
LUMO level   0.8 eV
DFT total energy   -8899.3742 eV
2S+1   1


5.
Below is a cluster of 2 separate species, C5H11NO in total in a non-equilibrium geometry, with properties calculated with ωB97M-V/def2-TZVPD.

Atoms and positions in Å:
C -3.36110 -1.01112 0.50067
C -2.32974 -0.18902 0.47746
C -1.13346 -0.21708 -0.48839
C 0.16496 0.23187 0.13980
C 0.85938 1.42480 -0.23645
N 2.16659 1.70682 0.19315
H -4.17679 -1.03873 1.28955
H -3.27987 -2.04279 0.04687
H -2.28161 0.51841 1.36471
H -1.32006 0.25214 -1.54352
H -0.90878 -1.24710 -0.86093
H 0.78809 -0.44105 0.75860
H 0.27506 2.15348 -0.81415
H 2.49484 2.47188 -0.40191
H 3.02557 1.09178 0.04302
O 3.32290 -1.03031 -0.31747
H 3.25163 -1.40830 0.60880
H 2.44239 -1.22568 -0.75982

Orbital gap   8.83 eV
LUMO level   0.8 eV
DFT total energy   -8898.3339 eV
2S+1   1


6.
Below is a cluster of 2 separate species, C5H11NO in total, with properties calculated with ωB97M-V/def2-TZVPD.

Atoms and positions in Å:
C -0.94205 0.20578 -1.80709
C -0.95178 -0.35458 -0.40636
C -0.42767 -1.70637 -0.10881
N 0.33567 -0.52102 0.26843
C 0.40318 -0.26538 1.71013
C 1.59745 2.18103 0.75314
O 2.28626 1.34703 0.02732
H -0.82545 1.29529 -1.79655
H -1.87987 -0.02982 -2.32307
H -0.12075 -0.22463 -2.39041
H -1.77006 -0.01131 0.22906
H -0.00777 -2.31981 -0.90393
H -0.89910 -2.26408 0.70026
H -0.58816 -0.10051 2.15271
H 0.89292 -1.11236 2.19496
H 0.50583 1.99406 0.52465
H 1.02086 0.61118 1.94904
H 1.72532 0.65055 -0.40282

Orbital gap   9.21 eV
LUMO level   0.9 eV
DFT total energy   -8896.6157 eV
2S+1   1


7.
Below is a cluster of 2 separate species, C5H11NO in total, with properties calculated with ωB97M-V/def2-TZVPD.

Atoms and positions in Å:
C 2.96693 0.60684 -0.18696
N 1.77672 -0.19526 -0.07204
C 1.15334 -0.34478 0.95649
O 0.52566 -0.52509 1.92646
H 2.73594 1.54616 -0.69589
H 3.69928 0.04958 -0.76872
H 3.35413 0.81922 0.80975
C -1.66535 -1.44179 -0.08728
C -1.07649 -0.15536 -0.66782
C -1.54949 1.06808 0.11798
H -1.47820 -1.54476 0.98900
H -1.28228 -2.34280 -0.57874
H -2.75151 -1.41448 -0.22241
H 0.00180 -0.17677 -0.79026
H -1.37483 -0.05852 -1.71146
H -2.62736 1.18462 -0.03205
H -1.38396 0.96351 1.19828
H -1.05926 1.99297 -0.20716

Orbital gap   10.71 eV
LUMO level   0.7 eV
DFT total energy   -8900.2701 eV
2S+1   1


8.
Below is an isolated molecule of C5H11NO, with properties calculated with ωB97M-V/def2-TZVPD.

Atoms and positions in Å:
C -0.49816 0.85636 -2.53139
N 0.35410 0.85540 -1.34786
C -0.34707 0.74852 -0.14994
O -1.29513 1.46606 0.09888
C 0.02714 -0.46240 0.70185
C 1.51479 -0.58238 1.05227
C -0.87157 -0.59038 1.92382
H -1.03620 -0.10159 -2.62145
H 0.10764 1.00240 -3.42767
H -1.23327 1.65530 -2.44381
H 1.10912 0.18777 -1.42776
H -0.21870 -1.29511 0.02232
H 1.75821 0.04582 1.91527
H 2.18111 -0.29346 0.23099
H 1.74842 -1.62038 1.30951
H -0.77547 -1.59284 2.35385
H -0.60909 0.14461 2.69131
H -1.91586 -0.42370 1.64978

Orbital gap   10.41 eV
LUMO level   0.9 eV
DFT total energy   -8901.1832 eV
2S+1   1


9.
Below is a cluster of 2 separate species, C5H11NO in total in a non-equilibrium geometry, with properties calculated with ωB97M-V/def2-TZVPD.

Atoms and positions in Å:
C 2.13967 -0.92328 -0.25747
C 0.67531 -0.81935 0.26802
C -0.32466 0.17191 -0.32189
C -1.37038 -0.38420 -1.33762
N -1.00290 0.66335 0.88228
C -0.80272 2.00120 1.04980
O -0.20129 2.68785 0.23187
H 2.36755 -0.78429 -1.32604
H 2.71660 -0.13997 0.27063
H 2.57287 -1.85953 0.09354
H -0.32269 -2.06198 0.94448
H 0.81748 -0.54273 1.29135
H 0.16344 1.19065 -0.61952
H -1.29183 -0.05531 -2.38322
H -1.35395 -1.47805 -1.34688
H -2.37233 -0.09540 -0.99933
H -1.16581 -0.04234 1.62817
H -1.24437 2.47149 1.93183

Orbital gap   10.14 eV
LUMO level   0.6 eV
DFT total energy   -8897.6276 eV
2S+1   1


10.
Below is a cluster of 2 separate species, C5H11NO in total, with properties calculated with ωB97M-V/def2-TZVPD.

Atoms and positions in Å:
C 2.02612 -0.27764 -1.65594
C 1.49834 -0.48114 -0.25218
C 1.08089 0.60354 0.67316
N 0.12851 -0.04156 -0.01351
C -1.08263 -0.21267 -0.44021
C -2.15863 0.73492 -0.00599
O -2.63585 0.48523 1.30737
H 1.75683 -1.10705 -2.31931
H 3.11905 -0.21511 -1.62674
H 1.64133 0.65428 -2.08291
H 1.75277 -1.44556 0.19560
H 1.24142 1.67559 0.64146
H 0.06046 -0.77656 2.60751
H -1.28640 -1.11259 -1.01065
H -0.45603 -1.25586 2.86227
H -1.79253 1.77079 -0.09888
H -3.02655 0.63159 -0.66315
H -1.86710 0.36981 1.88210

Orbital gap (alpha / beta)   8.40 / 8.39 eV
LUMO level (alpha / beta)   0.9 / 0.9 eV
DFT total energy   -8896.2933 eV
2S+1   1


11.
Below is an isolated molecule of C5H11NO, with properties calculated with ωB97M-V/def2-TZVPD.

Atoms and positions in Å:
C -1.41116 -0.84949 -0.79402
C -0.96128 0.53080 -0.30992
C 0.47146 0.65729 0.26514
C 0.52669 1.52427 1.51373
N 1.07550 -0.63718 0.50893
C 1.40082 -1.39085 -0.58051
O 1.47828 -0.94911 -1.71027
H -1.59746 -0.88327 -1.86852
H -0.65549 -1.60960 -0.61788
H -2.29832 -1.21837 -0.27336
H -1.01989 1.24060 -1.13215
H -1.65036 0.88923 0.45428
H 1.10204 1.10405 -0.49712
H 0.07533 2.50310 1.32421
H -0.02399 1.07169 2.34845
H 1.56098 1.68465 1.83517
H 0.80010 -1.14529 1.33566
H 1.50149 -2.46823 -0.35281

Orbital gap   10.65 eV
LUMO level   0.9 eV
DFT total energy   -8900.9879 eV
2S+1   1


12.
Below is an isolated molecule of C5H11NO in a non-equilibrium geometry, with properties calculated with ωB97M-V/def2-TZVPD.

Atoms and positions in Å:
C 0.73206 0.07258 1.30098
C 0.18806 0.72997 -0.08066
C -0.06228 2.23096 0.11482
C -0.93105 -0.16652 -0.53888
C -0.82110 -1.66997 -0.32967
N 0.30242 -2.23809 -0.89631
O -1.72952 -2.34343 0.10213
H 0.05683 -0.57588 1.83308
H 1.00751 0.91855 1.99078
H 1.70837 -0.29299 0.94545
H 1.10311 0.70655 -0.70351
H -0.16780 2.56189 -0.92533
H -0.83591 2.40548 0.90648
H 1.02970 2.59931 0.47972
H -1.08528 -0.02984 -1.65942
H -1.95628 -0.05812 -0.13983
H 0.99928 -1.64307 -1.30364
H 0.46187 -3.20737 -1.09622

Orbital gap   10.58 eV
LUMO level   0.8 eV
DFT total energy   -8900.4248 eV
2S+1   1


13.
Below is a cluster of 2 separate species, C5H11NO in total in a non-equilibrium geometry, with properties calculated with ωB97M-V/def2-TZVPD.

Atoms and positions in Å:
C 1.64280 1.34880 -1.63473
C 0.72932 0.53980 -1.11831
C 0.71072 -0.45255 0.01720
C -0.67218 -0.88093 0.42920
C -1.48559 -1.71867 -0.20616
N -2.75935 -2.07751 0.19783
H 1.41138 2.04855 -2.43734
H 2.44305 1.84894 -1.08217
H -0.15308 0.32701 -1.73030
H 1.35260 -1.31055 -0.19782
H 1.14257 -0.01222 0.92041
H -1.12038 -0.24580 1.19540
H -1.16088 -2.30790 -1.04137
H -3.26692 -2.71142 -0.38612
H -3.26121 -1.48710 0.83683
O 1.57247 2.42302 1.74724
H 1.46410 3.04568 1.01200
H 2.13820 2.88704 2.37159

Orbital gap   8.70 eV
LUMO level   0.9 eV
DFT total energy   -8899.1199 eV
2S+1   1


14.
Below is a cluster of 2 separate species, C5H11NO in total in a non-equilibrium geometry, with properties calculated with ωB97M-V/def2-TZVPD.

Atoms and positions in Å:
C -2.40254 0.43420 -0.27764
C 1.55766 -1.09426 -1.16631
C 1.00330 -0.35206 1.34848
C 0.19164 2.12239 0.00073
C 0.90714 -0.11198 -0.15904
N -2.26908 -0.09502 -1.41656
O 0.65212 1.05213 -0.61352
H -3.00336 1.26574 -0.10696
H -2.10711 0.03565 0.64594
H 2.57547 -1.05180 -1.34118
H 1.11178 -0.85704 -2.08758
H 1.27676 -2.01613 -0.71181
H 1.79033 -1.12263 1.50874
H 0.08452 -0.63877 1.69879
H 1.20674 0.53852 1.75469
H -0.12902 1.89548 0.92188
H -1.96651 -1.02669 -1.60044
H -0.38993 2.73588 -0.76426

Orbital gap (alpha / beta)   7.72 / 8.15 eV
LUMO level (alpha / beta)   0.8 / 0.9 eV
DFT total energy   -8895.3644 eV
2S+1   1